A cluster of 6 separate species, C22H38N2O10 in total. Source: the OMol25 dataset; level of theory: wB97M-V/def2-TZVPD.

CARTESIAN COORDINATES (ANGSTROEM)
1 C -16.84 -6.32 -15.55
2 C -15.59 -6.26 -14.74
3 O -14.85 -5.13 -15.28
4 C -13.73 -4.72 -14.57
5 C -13.06 -3.59 -15.24
6 O -13.29 -5.13 -13.56
7 H -16.83 -7.24 -16.14
8 H -17.41 -5.57 -16.10
9 H -17.64 -6.59 -14.85
10 H -15.90 -6.25 -13.69
11 H -14.89 -7.10 -14.73
12 H -13.54 -2.63 -15.06
13 H -13.36 -3.71 -16.28
14 H -11.97 -3.53 -15.14
15 C -11.43 -2.86 -8.35
16 C -11.78 -3.21 -9.78
17 O -11.81 -2.17 -10.75
18 C -12.89 -1.96 -11.51
19 C -12.63 -1.06 -12.72
20 O -13.90 -2.65 -11.43
21 H -11.34 -3.72 -7.69
22 H -12.12 -2.21 -7.80
23 H -10.40 -2.50 -8.33
24 H -11.15 -4.04 -10.08
25 H -12.73 -3.73 -9.80
26 H -12.95 -1.48 -13.67
27 H -11.59 -0.74 -12.73
28 H -13.22 -0.14 -12.70
29 O -19.55 -5.20 -12.82
30 C -18.52 -4.71 -12.38
31 O -18.24 -4.69 -11.10
32 C -17.00 -4.11 -10.92
33 C -16.86 -3.22 -12.10
34 O -17.62 -3.92 -13.17
35 H -16.85 -3.58 -9.98
36 H -16.27 -4.92 -10.97
37 H -15.84 -3.17 -12.48
38 H -17.28 -2.25 -11.84
39 O -12.82 -5.61 -19.88
40 C -12.95 -4.39 -19.66
41 O -12.27 -3.76 -18.63
42 C -12.68 -2.44 -18.69
43 C -13.66 -2.20 -19.89
44 O -13.64 -3.49 -20.42
45 H -13.29 -2.16 -17.84
46 H -11.83 -1.75 -18.61
47 H -13.29 -1.39 -20.52
48 H -14.60 -1.81 -19.50
49 C -22.37 -8.55 -18.20
50 C -22.31 -8.16 -16.76
51 C -20.89 -7.86 -16.25
52 C -20.33 -6.73 -16.87
53 N -19.82 -5.81 -17.37
54 H -22.15 -7.70 -18.84
55 H -23.41 -8.70 -18.52
56 H -21.68 -9.32 -18.55
57 H -22.70 -9.06 -16.27
58 H -23.06 -7.39 -16.59
59 H -20.34 -8.77 -16.49
60 H -20.88 -7.72 -15.17
61 C -8.62 -5.74 -15.45
62 C -9.81 -5.14 -16.19
63 C -10.84 -6.29 -16.47
64 C -10.39 -7.49 -17.19
65 N -9.96 -8.34 -17.86
66 H -7.72 -5.14 -15.29
67 H -8.37 -6.46 -16.23
68 H -8.99 -6.21 -14.54
69 H -9.55 -4.74 -17.18
70 H -10.32 -4.29 -15.75
71 H -11.78 -5.94 -16.91
72 H -10.93 -6.58 -15.42

- LUMO (eV) = 0.26
- total energy (eV) = -46882.1381
- gap between HOMO and LUMO (eV) = 10.768
- ΔE to the lowest compared entry with this formula, charge and spin (kJ/mol) = 379.2
- SMILES = CCOC(C)=O.CCOC(C)=O.O=C1OCCO1.O=C1OCCO1.CCCC#N.CCCC#N
- total charge = 0

These are the Mulliken partial charges, in e, on atoms 1 to 6: -1.312, -0.147, -0.208, 0.665, -1.396, -0.548



The molecule C4H8N2O2. Source: the OMol25 dataset; level of theory: wB97M-V/def2-TZVPD.

CARTESIAN COORDINATES (ANGSTROEM)
1 H -0.05 -2.33 -0.83
2 N -0.64 -1.56 -0.60
3 C -0.22 -0.39 -0.91
4 N 0.82 0.06 -1.72
5 C -0.86 0.74 -0.13
6 O -2.18 0.42 0.20
7 O -0.68 1.96 -0.80
8 C -0.05 0.80 1.17
9 C -0.02 -0.26 1.95
10 H 0.91 1.00 -1.91
11 H 1.16 -0.67 -2.36
12 H -2.08 -0.46 0.46
13 H -1.52 2.14 -1.26
14 H 0.59 1.67 1.16
15 H 0.54 -0.36 2.86
16 H -0.61 -1.09 1.90

- LUMO (eV) = 0.84
- total energy (eV) = -11351.4720
- gap between HOMO and LUMO (eV) = 10.252
- ΔE to the lowest compared entry with this formula, charge and spin (kJ/mol) = 254.8
- SMILES = [H]/N=C(\N)C(O)(O)C=C
- total charge = 0

These are the natural (NBO) partial charges, in e, on atoms 1 to 6: 0.349, -0.776, 0.440, -0.819, 0.395, -0.700



A structure of composition C2H5FIN. Source: the OMol25 dataset; level of theory: wB97M-V/def2-TZVPD.

CARTESIAN COORDINATES (ANGSTROEM)
1 C -0.42 -0.65 0.92
2 C 0.04 0.48 0.01
3 N -0.39 0.55 -1.26
4 F 0.31 1.65 0.60
5 I 2.65 -0.39 -0.19
6 H -1.44 -0.41 1.10
7 H -0.47 -1.66 0.46
8 H 0.05 -0.83 1.87
9 H -0.30 1.46 -1.65
10 H -0.04 -0.21 -1.87

- LUMO (eV) = -0.41
- total energy (eV) = -14462.7563
- gap between HOMO and LUMO (eV) = 7.928
- ΔE to the lowest compared entry with this formula, charge and spin (kJ/mol) = 27.8
- total charge = 0

These are the natural (NBO) partial charges, in e, on atoms 1 to 6: -0.711, 0.773, -0.811, -0.305, -0.544, 0.227



A structure of composition C25H33Cl3N3O8Ti. Source: the OMol25 dataset; level of theory: wB97M-V/def2-TZVPD.

CARTESIAN COORDINATES (ANGSTROEM)
1 Ti -0.63 0.44 2.06
2 C -2.05 2.48 3.75
3 C -1.99 1.30 4.72
4 O -1.14 0.25 4.19
5 C 0.14 0.08 4.88
6 C 1.01 1.28 4.61
7 O 0.81 1.62 3.22
8 C 2.01 2.04 2.50
9 C 1.59 2.18 1.07
10 O 0.86 1.00 0.68
11 C 1.69 -0.12 0.20
12 C 0.87 -1.38 0.40
13 O 0.30 -1.27 1.72
14 C -1.08 -1.57 1.93
15 C -2.68 0.85 2.04
16 O -1.89 2.00 2.40
17 H -3.00 3.00 3.84
18 H -1.25 3.18 3.92
19 H -1.62 1.63 5.69
20 H -2.96 0.85 4.88
21 H -0.02 -0.06 5.95
22 H 0.61 -0.80 4.45
23 H 0.74 2.15 5.21
24 H 2.05 1.01 4.80
25 H 2.37 2.98 2.90
26 H 2.77 1.26 2.62
27 H 0.90 3.01 0.96
28 H 2.45 2.34 0.43
29 H 1.91 0.03 -0.85
30 H 2.61 -0.17 0.78
31 H 0.08 -1.45 -0.33
32 H 1.51 -2.26 0.35
33 H -1.54 -2.09 1.10
34 H -1.20 -2.09 2.87
35 H -3.20 1.06 1.12
36 H -3.34 0.53 2.83
37 Cl 1.71 -3.61 3.39
38 C 3.30 -2.91 2.96
39 Cl 4.39 -3.08 4.34
40 Cl 3.93 -3.82 1.58
41 C 3.20 -1.37 2.63
42 O 3.96 -0.94 1.75
43 O 2.32 -0.74 3.27
44 C 3.26 -0.54 -4.89
45 C 1.76 -0.69 -4.94
46 C 1.06 -1.39 -3.97
47 C -0.32 -1.55 -4.02
48 C -1.04 -0.99 -5.06
49 N -2.45 -1.12 -5.21
50 C -3.41 -1.54 -4.31
51 O -4.43 -2.09 -4.65
52 N -3.16 -1.28 -2.96
53 C -2.52 -0.18 -2.39
54 C -2.24 1.00 -3.08
55 C -1.60 2.03 -2.41
56 C -1.22 1.86 -1.10
57 N -1.48 0.74 -0.42
58 C -2.15 -0.24 -1.05
59 C -0.36 -0.29 -6.05
60 C 1.02 -0.15 -5.99
61 H 3.68 -0.99 -3.99
62 H 3.56 0.51 -4.93
63 H 3.73 -1.04 -5.75
64 H 1.61 -1.86 -3.15
65 H -0.82 -2.15 -3.27
66 H -2.79 -1.18 -6.16
67 H -3.75 -1.84 -2.36
68 H -2.54 1.11 -4.11
69 H -1.40 2.96 -2.92
70 H -0.71 2.65 -0.56
71 H -2.41 -1.11 -0.46
72 H -0.91 0.15 -6.88
73 H 1.53 0.40 -6.78

- LUMO (eV) = -3.43
- total energy (eV) = -107986.2623
- gap between HOMO and LUMO (eV) = 7.446
- ΔE to the lowest compared entry with this formula, charge and spin (kJ/mol) = 146.4
- total charge = +1

These are the Mulliken partial charges, in e, on atoms 1 to 6: 0.309, -0.512, -0.530, -0.430, -0.469, -0.696



A structure of composition C6H13S3. Source: the OMol25 dataset; level of theory: wB97M-V/def2-TZVPD.

CARTESIAN COORDINATES (ANGSTROEM)
1 C -0.36 -1.08 3.30
2 S -0.77 0.16 2.09
3 C -0.41 1.59 3.12
4 H -1.10 -1.84 3.10
5 H 0.63 -1.55 3.34
6 H -0.62 -0.61 4.23
7 H -1.17 2.30 2.81
8 H -0.67 1.24 4.11
9 H 0.57 2.08 3.10
10 C 0.08 -0.40 -3.38
11 C 0.73 -1.40 -2.48
12 S -0.15 -1.52 -0.83
13 C 0.00 0.01 -0.19
14 S -0.68 1.18 -1.17
15 C 0.20 1.04 -2.75
16 H 0.59 -0.38 -4.36
17 H -0.99 -0.61 -3.57
18 H 0.64 -2.40 -2.89
19 H 1.77 -1.16 -2.27
20 H 0.67 0.24 0.71
21 H 1.28 1.29 -2.60
22 H -0.27 1.81 -3.43

- LUMO (eV) = -6.04
- total energy (eV) = -38928.2801
- gap between HOMO and LUMO (eV) = 6.456
- ΔE to the lowest compared entry with this formula, charge and spin (kJ/mol) = 196.2
- total charge = +1

These are the natural (NBO) partial charges, in e, on atoms 1 to 6: -0.737, 0.396, -0.734, 0.249, 0.248, 0.242



A cluster of 4 separate species, C5H14O3 in total. Source: the OMol25 dataset; level of theory: wB97M-V/def2-TZVPD.

CARTESIAN COORDINATES (ANGSTROEM)
1 C 2.04 0.03 -1.25
2 C 1.49 0.20 -0.03
3 C 0.96 -0.82 0.86
4 C 1.44 -2.05 0.61
5 C -0.52 -0.69 1.23
6 H 2.26 -0.88 -1.85
7 H 2.43 0.89 -1.81
8 H 1.60 1.25 0.33
9 H 1.15 -2.92 1.07
10 H 2.40 -2.22 0.13
11 H -0.56 -0.55 2.29
12 H -1.12 -1.50 0.85
13 H -0.82 0.28 0.80
14 O -1.19 0.67 -2.56
15 H -0.35 0.51 -2.98
16 H -1.20 0.30 -1.68
17 O 0.17 2.49 1.89
18 H 0.24 2.47 2.86
19 H 0.26 1.54 1.69
20 O -3.35 0.00 -0.78
21 H -4.08 0.13 -1.38
22 H -3.27 0.87 -0.31

- LUMO (eV) = 0.57
- total energy (eV) = -11552.0561
- gap between HOMO and LUMO (eV) = 9.784
- ΔE to the lowest compared entry with this formula, charge and spin (kJ/mol) = 199.5
- SMILES = C=CC(=C)C.O.O.O
- total charge = 0

These are the natural (NBO) partial charges, in e, on atoms 1 to 6: -0.382, -0.245, -0.071, -0.320, -0.642, 0.199



A cluster of 14 separate species, C56H77N7O14 in total. Source: the OMol25 dataset; level of theory: wB97M-V/def2-TZVPD.

CARTESIAN COORDINATES (ANGSTROEM)
1 N -5.97 -4.12 2.77
2 C -4.99 -4.99 2.92
3 C -3.81 -4.51 2.53
4 C -4.05 -3.20 2.21
5 C -5.43 -2.95 2.31
6 H -6.93 -4.31 3.04
7 H -5.18 -5.90 3.47
8 H -2.87 -5.05 2.52
9 H -3.29 -2.55 1.81
10 H -6.05 -2.08 2.18
11 N 2.12 2.32 5.18
12 C 2.73 3.20 4.35
13 C 1.81 3.45 3.33
14 C 0.64 2.84 3.59
15 C 0.85 2.18 4.74
16 H 2.49 1.87 6.01
17 H 3.76 3.49 4.48
18 H 1.96 3.95 2.39
19 H -0.27 2.96 3.02
20 H 0.26 1.53 5.38
21 N -1.55 5.82 0.74
22 C -0.56 4.90 0.46
23 C 0.33 5.46 -0.38
24 C -0.11 6.74 -0.69
25 C -1.28 7.01 0.06
26 H -2.29 5.59 1.38
27 H -0.53 3.93 0.94
28 H 1.18 4.97 -0.83
29 H 0.40 7.49 -1.27
30 H -1.96 7.84 0.19
31 N 3.82 4.32 -0.15
32 C 3.95 2.99 0.18
33 C 3.96 2.27 -0.95
34 C 3.85 3.19 -1.98
35 C 3.76 4.45 -1.49
36 H 3.81 5.04 0.56
37 H 3.91 2.73 1.23
38 H 3.98 1.20 -1.10
39 H 3.88 2.94 -3.03
40 H 3.66 5.37 -2.05
41 N -3.42 -0.08 -3.20
42 C -4.13 -0.16 -2.02
43 C -4.17 -1.45 -1.62
44 C -3.19 -2.15 -2.38
45 C -2.77 -1.31 -3.39
46 H -3.32 0.76 -3.76
47 H -4.52 0.79 -1.69
48 H -4.60 -1.79 -0.70
49 H -2.85 -3.16 -2.23
50 H -2.04 -1.36 -4.18
51 N 0.43 -5.56 -3.11
52 C 1.80 -5.48 -3.09
53 C 2.16 -4.15 -3.37
54 C 0.92 -3.44 -3.49
55 C -0.09 -4.38 -3.49
56 H -0.07 -6.43 -3.04
57 H 2.40 -6.33 -2.79
58 H 3.13 -3.68 -3.43
59 H 0.88 -2.40 -3.75
60 H -1.15 -4.39 -3.69
61 N 4.34 -1.13 -2.71
62 C 5.59 -1.70 -2.88
63 C 5.83 -2.60 -1.77
64 C 4.71 -2.51 -0.92
65 C 3.81 -1.66 -1.50
66 H 3.91 -0.42 -3.28
67 H 6.16 -1.47 -3.76
68 H 6.74 -3.10 -1.46
69 H 4.48 -3.06 -0.01
70 H 2.83 -1.39 -1.12
71 O 0.29 -5.11 3.85
72 C 0.03 -4.14 4.56
73 O 0.23 -4.24 5.90
74 C 0.04 -3.04 6.62
75 C -0.06 -1.99 5.46
76 C -0.51 -2.75 4.27
77 H 0.91 -2.88 7.25
78 H -0.89 -3.08 7.19
79 H 0.92 -1.52 5.39
80 H -0.82 -1.22 5.59
81 H 0.04 -2.42 3.39
82 H -1.59 -2.74 4.13
83 O -2.27 2.54 -2.34
84 C -2.57 3.61 -2.81
85 O -3.77 4.03 -2.64
86 C -3.97 5.30 -3.16
87 C -2.66 5.84 -3.64
88 C -1.76 4.64 -3.63
89 H -4.27 5.91 -2.31
90 H -4.74 5.32 -3.93
91 H -2.32 6.61 -2.95
92 H -2.66 6.31 -4.62
93 H -0.96 4.97 -2.97
94 H -1.41 4.26 -4.59
95 O 1.67 -3.09 1.17
96 C 1.32 -4.22 0.82
97 O 2.27 -5.25 0.90
98 C 1.64 -6.44 0.44
99 C 0.13 -6.15 0.44
100 C -0.07 -4.68 0.35
101 H 1.86 -7.28 1.09
102 H 2.04 -6.67 -0.55
103 H -0.26 -6.42 1.42
104 H -0.35 -6.72 -0.36
105 H -0.83 -4.32 1.03
106 H -0.15 -4.27 -0.66
107 O 5.50 -2.56 3.59
108 C 4.51 -1.83 3.28
109 O 4.61 -0.86 2.26
110 C 3.40 -0.12 2.13
111 C 2.55 -0.49 3.30
112 C 3.10 -1.89 3.72
113 H 2.97 -0.51 1.20
114 H 3.64 0.94 2.03
115 H 1.48 -0.57 3.12
116 H 2.73 0.15 4.17
117 H 2.66 -2.71 3.15
118 H 3.21 -1.95 4.80
119 O -6.88 1.64 1.30
120 C -5.71 1.70 1.35
121 O -4.97 0.73 1.02
122 C -3.56 0.92 1.15
123 C -3.46 2.34 1.76
124 C -4.91 2.91 1.69
125 H -3.14 1.00 0.15
126 H -3.12 0.11 1.73
127 H -2.73 3.01 1.31
128 H -3.13 2.18 2.79
129 H -4.94 3.73 0.98
130 H -5.16 3.31 2.67
131 O 3.26 0.79 -4.17
132 C 2.21 1.08 -4.73
133 O 1.45 0.13 -5.42
134 C 0.24 0.67 -5.88
135 C 0.09 2.00 -5.09
136 C 1.46 2.39 -4.72
137 H -0.56 0.00 -5.57
138 H 0.15 0.76 -6.97
139 H -0.48 1.81 -4.18
140 H -0.37 2.72 -5.76
141 H 1.58 3.01 -3.83
142 H 1.89 2.95 -5.55
143 O -0.85 -1.44 1.19
144 C -0.44 -0.53 0.46
145 O -0.34 0.74 0.97
146 C 0.18 1.63 -0.02
147 C 0.85 0.72 -1.03
148 C 0.08 -0.60 -0.97
149 H 0.89 2.29 0.47
150 H -0.58 2.14 -0.60
151 H 1.87 0.63 -0.67
152 H 0.68 1.04 -2.06
153 H 0.67 -1.49 -1.22
154 H -0.79 -0.56 -1.63

- LUMO (eV) = -0.02
- total energy (eV) = -98413.4367
- gap between HOMO and LUMO (eV) = 7.144
- ΔE to the lowest compared entry with this formula, charge and spin (kJ/mol) = 67.3
- total charge = 0

These are the Mulliken partial charges, in e, on atoms 1 to 6: 0.056, -0.559, -1.054, 0.774, -1.374, 0.205



The ion C7H12NS with charge +1. Source: the OMol25 dataset; level of theory: wB97M-V/def2-TZVPD.

CARTESIAN COORDINATES (ANGSTROEM)
1 C 2.49 0.76 -0.67
2 C 2.76 -0.53 -0.40
3 C 0.37 -0.32 0.01
4 C -1.70 -0.34 1.59
5 C -1.60 -1.91 -0.40
6 C 0.56 2.24 -0.65
7 C -1.14 -0.54 0.21
8 N 1.13 0.98 -0.54
9 S 1.41 -1.57 0.17
10 H 3.27 1.56 -0.89
11 H 3.73 -0.95 -0.47
12 H -2.78 -0.12 1.54
13 H -1.20 0.64 2.02
14 H -1.59 -1.19 2.28
15 H -0.94 -2.14 -1.21
16 H -2.68 -1.80 -0.46
17 H -1.36 -2.75 0.38
18 H -0.47 2.14 -0.84
19 H 0.53 2.80 0.30
20 H 0.94 2.87 -1.41
21 H -1.72 0.18 -0.56

- LUMO (eV) = -4.72
- total energy (eV) = -19770.2156
- gap between HOMO and LUMO (eV) = 9.117
- ΔE to the lowest compared entry with this formula, charge and spin (kJ/mol) = 89.1
- total charge = +1

These are the natural (NBO) partial charges, in e, on atoms 1 to 6: 0.004, -0.392, 0.089, -0.618, -0.595, -0.432



The molecule C19H21N3OS2. Source: the OMol25 dataset; level of theory: wB97M-V/def2-TZVPD.

CARTESIAN COORDINATES (ANGSTROEM)
1 C -5.55 -4.86 -2.55
2 C -4.21 -4.87 -1.83
3 C -3.05 -4.60 -2.79
4 C -1.69 -4.52 -2.09
5 C -1.18 -3.09 -1.92
6 C -2.08 -2.26 -1.00
7 N -1.59 -0.90 -0.89
8 C -0.71 -0.50 0.06
9 O -0.28 -1.43 0.91
10 C -0.33 0.83 -0.02
11 C 0.61 1.54 0.75
12 C 1.09 1.20 1.99
13 C 0.48 0.45 3.06
14 N 1.20 0.56 4.13
15 N 2.35 1.20 3.86
16 C 2.31 1.67 2.64
17 C 3.39 2.43 2.05
18 C 4.18 3.22 2.89
19 C 5.22 3.98 2.37
20 C 5.48 3.95 1.01
21 C 4.72 3.15 0.18
22 C 3.69 2.39 0.69
23 S -1.12 1.56 -1.42
24 C -1.94 0.06 -1.80
25 S -2.98 -0.17 -3.04
26 H -5.72 -3.89 -3.01
27 H -6.37 -5.06 -1.86
28 H -5.57 -5.61 -3.34
29 H -4.07 -5.85 -1.36
30 H -4.23 -4.12 -1.03
31 H -3.24 -3.68 -3.33
32 H -3.03 -5.41 -3.52
33 H -1.75 -5.00 -1.11
34 H -0.95 -5.06 -2.67
35 H -1.14 -2.60 -2.89
36 H -0.17 -3.11 -1.50
37 H -2.09 -2.68 0.01
38 H -3.09 -2.20 -1.40
39 H 0.33 -1.04 1.56
40 H 0.96 2.46 0.30
41 H -0.51 0.03 3.10
42 H 3.96 3.23 3.95
43 H 5.82 4.59 3.03
44 H 6.29 4.54 0.60
45 H 4.94 3.11 -0.88
46 H 3.13 1.74 0.03

- LUMO (eV) = -1.53
- total energy (eV) = -48230.9046
- gap between HOMO and LUMO (eV) = 6.708
- ΔE to the lowest compared entry with this formula, charge and spin (kJ/mol) = 223.1
- SMILES = CCCCCCn1c(O)c(/C=C2\C=NN=C2c2ccccc2)sc1=S
- total charge = 0

These are the natural (NBO) partial charges, in e, on atoms 1 to 6: -0.603, -0.387, -0.408, -0.395, -0.402, -0.238



| no. | HOMO level (Ha) |
| --- | --- |
| 1 | -0.386 |
| 2 | -0.346 |
| 3 | -0.307 |
| 4 | -0.400 |
| 5 | -0.459 |
| 6 | -0.339 |
| 7 | -0.263 |
| 8 | -0.508 |
| 9 | -0.303 |